[1]
{
  "formula": "C8H10SSi",
  "method": "the ωB97M-V functional and the def2-TZVPD basis",
  "species": ["C", "C", "C", "C", "C", "C", "C", "S", "C", "Si", "H", "H", "H", "H", "H", "H", "H", "H", "H", "H"],
  "positions_angstrom": [[-3.549, 0.041, 0.015], [-2.094, -0.084, -0.047], [-1.142, 0.870, -0.066], [0.181, 0.358, -0.038], [1.379, 1.026, -0.128], [2.520, 0.214, -0.056], [3.950, 0.623, -0.117], [2.014, -1.432, 0.102], [0.330, -1.093, 0.027], [-1.313, -1.779, 0.124], [-3.985, -0.349, -0.877], [-3.992, 0.990, 0.179], [-4.092, -0.485, 0.851], [-1.219, 1.996, -0.125], [1.456, 2.056, -0.168], [4.039, 1.697, -0.184], [4.465, 0.227, 0.795], [4.408, 0.217, -0.981], [-1.990, -2.779, -0.693], [-1.365, -2.314, 1.388]],
  "atomic_forces_ev_per_a": [[-1.74, -0.49, 1.12], [0.18, 0.45, 0.89], [-1.50, 1.02, -0.27], [1.06, -3.77, -0.30], [2.21, -1.65, 0.49], [-1.97, 0.16, -0.09], [-0.21, -0.50, 1.52], [-0.30, 0.26, -0.31], [2.23, 3.00, -0.56], [-0.58, 0.72, -1.06], [-0.48, -0.38, -0.81], [0.19, 1.57, -0.29], [1.08, -0.28, -0.59], [-0.53, -1.36, 0.13], [0.17, 2.00, -0.18], [0.01, 0.30, 0.23], [-0.12, 0.54, -0.79], [0.64, -0.51, -0.84], [0.21, -0.22, -0.69], [-0.54, -0.87, 2.40]],
  "e_above_lowest_kcal_mol": 0.0,
  "total_charge": 0,
  "smiles": "CC1=Cc2cc(C)sc2[SiH2]1",
  "spin_multiplicity": 1,
  "largest_force_ha_per_bohr": 0.0764,
  "gap_ev": 8.05
}

***

[2]
{
  "formula": "C8H11AgBF4O4PSe",
  "method": "the ωB97M-V functional and the def2-TZVPD basis",
  "species": ["Ag", "C", "P", "C", "C", "C", "C", "C", "C", "C", "H", "H", "H", "H", "H", "H", "H", "H", "H", "H", "H", "F", "B", "F", "F", "F", "O", "Se", "O", "O", "O"],
  "positions_angstrom": [[-0.053, 2.254, 0.570], [-2.248, -0.884, -0.409], [-0.777, -0.298, 0.650], [-1.171, -1.488, 2.011], [0.511, -1.182, -0.290], [0.556, -1.049, -1.672], [1.567, -1.639, -2.408], [2.565, -2.354, -1.769], [2.540, -2.473, -0.390], [1.515, -1.904, 0.343], [-2.255, -0.362, -1.361], [-3.159, -0.597, 0.116], [-2.278, -1.959, -0.592], [-1.148, -2.509, 1.625], [-2.172, -1.263, 2.375], [-0.456, -1.375, 2.819], [-0.185, -0.438, -2.166], [1.599, -1.517, -3.485], [3.369, -2.804, -2.342], [3.351, -2.977, 0.122], [1.531, -1.957, 1.418], [-3.935, 3.994, -0.060], [-2.772, 4.624, -0.448], [-2.679, 4.632, -1.823], [-2.755, 5.919, 0.034], [-1.665, 3.911, 0.087], [0.933, 0.211, 2.036], [2.156, 1.131, 1.400], [3.564, 0.482, 1.771], [1.951, 1.270, -0.210], [2.002, 2.602, 2.048]],
  "atomic_forces_ev_per_a": [[-1.19, 0.45, -0.34], [0.22, 0.16, 0.19], [-0.97, -0.31, -0.44], [0.16, 0.30, 0.00], [-0.02, -0.13, -0.13], [-0.04, -0.08, 0.04], [0.01, 0.01, -0.23], [0.12, -0.11, -0.04], [0.14, -0.16, -0.05], [-0.05, -0.17, -0.05], [-0.02, 0.08, -0.16], [-0.09, 0.08, 0.06], [0.09, -0.15, 0.00], [-0.04, -0.01, -0.03], [-0.09, -0.02, 0.04], [0.00, -0.01, 0.03], [-0.06, 0.04, -0.12], [-0.03, 0.03, -0.01], [0.01, 0.05, 0.00], [-0.03, -0.04, 0.04], [0.02, 0.01, 0.10], [-0.86, -0.51, 0.35], [0.11, -0.08, 0.06], [0.15, -0.02, -1.02], [0.11, 0.84, 0.38], [0.39, -0.09, 0.21], [0.08, -0.37, 0.54], [1.19, -0.34, 1.00], [1.30, -0.82, 0.22], [-0.16, 0.03, -1.06], [-0.45, 1.34, 0.40]],
  "e_above_lowest_kcal_mol": 20.7,
  "total_charge": -2,
  "spin_multiplicity": 1,
  "largest_force_ha_per_bohr": 0.0310,
  "gap_ev": 7.22
}